# 1
Density functional theory data (wB97M-V/def2-TZVPD) for a molecular structure, C32H28N4O4SSbTl.

XYZ file:
```
71
Properties=species:S:1:pos:R:3:mulliken_charge:R:1
Tl -1.4237 0.0984 2.2873 1.051
C 6.6323 -0.0279 0.2919 -0.467
C 5.9043 0.4861 -0.7675 -0.697
C 4.5225 0.4387 -0.7418 -0.510
C 3.8468 -0.0964 0.3433 0.535
C 4.5817 -0.6041 1.4012 -0.340
C 5.9658 -0.5807 1.3722 -0.680
Sb 1.6624 -0.0028 0.3013 0.521
C 1.5341 -1.4535 1.9249 0.589
C 1.7141 -2.7602 1.4874 -0.429
C 1.7198 -3.8183 2.3745 -0.732
C 1.5123 -3.5875 3.7240 -0.598
C 1.3304 -2.2931 4.1732 -0.856
C 1.3591 -1.2285 3.2817 -0.038
C 1.6997 1.9746 1.1742 1.327
C 2.0642 2.9504 0.2577 -0.708
C 1.9601 4.2903 0.5707 -0.604
C 1.5073 4.6736 1.8214 -0.617
C 1.1521 3.7071 2.7443 -0.885
C 1.2311 2.3633 2.4157 -0.205
H 7.7127 0.0095 0.2785 0.376
H 6.4061 0.9207 -1.6206 0.394
H 3.9563 0.8358 -1.5775 0.301
H 4.0746 -1.0233 2.2601 0.310
H 6.5218 -0.9978 2.1999 0.403
H 1.8632 -2.9422 0.4321 0.316
H 1.8962 -4.8230 2.0157 0.399
H 1.5111 -4.4126 4.4211 0.374
H 1.1843 -2.1030 5.2263 0.429
H 1.3120 -0.2236 3.6791 0.376
H 2.4095 2.6518 -0.7236 0.123
H 2.2066 5.0338 -0.1726 0.392
H 1.4284 5.7215 2.0726 0.387
H 0.7981 3.9980 3.7232 0.418
H 0.9263 1.6318 3.1542 0.147
O -0.5868 3.0378 -1.0787 -0.625
C -1.2903 2.2375 -0.4949 -0.408
O -0.9167 1.2305 0.1882 -0.253
C -2.8102 2.3536 -0.6283 -0.057
C -3.5207 3.5181 -0.3618 -0.446
C -4.9055 3.5367 -0.4787 -0.676
C -5.5867 2.4193 -0.9184 -0.734
C -4.8637 1.2661 -1.2206 -0.074
C -3.4851 1.2190 -1.0433 0.392
N -5.5517 0.1051 -1.6621 1.045
O -6.7645 0.1315 -1.7512 -0.642
O -4.8887 -0.9002 -1.9070 -0.704
H -2.9866 4.4070 -0.0602 0.520
H -5.4565 4.4306 -0.2301 0.406
H -6.6598 2.4107 -1.0353 0.524
H -2.9274 0.3159 -1.2359 0.421
C -3.0570 -2.2960 -4.1231 -1.306
C -1.9583 -2.2536 -3.1235 0.841
C -0.6221 -2.2862 -3.4380 -1.284
C 0.3131 -2.2407 -2.3836 1.142
N -0.0605 -2.1793 -1.1203 0.257
C -1.3576 -2.1976 -0.8091 -0.114
S -1.9357 -2.3434 0.7518 -0.452
N -2.2916 -2.2005 -1.8206 0.125
C 1.7742 -2.2783 -2.6512 -1.059
H -2.6978 -2.0048 -5.1063 0.396
H -3.8687 -1.6416 -3.8128 0.274
H -3.4629 -3.3062 -4.1877 0.298
H -0.2977 -2.3400 -4.4631 0.443
H -3.2723 -2.1405 -1.5550 0.246
H 1.9923 -2.1224 -3.7034 0.428
H 2.1796 -3.2402 -2.3403 0.304
H 2.2633 -1.5139 -2.0443 -0.064
N -5.0929 -0.6655 1.3494 -0.033
C -4.1320 -0.0587 1.5550 -0.258
H -5.8990 -1.2157 1.1411 0.320
```

Calculated values
**Frontier orbital gap**: 6.5 eV
**E_HOMO**: -7.58 eV
**Electronic energy**: -2566.99049 Ha
**ΔE to the lowest compared entry with this formula, charge and spin**: 145.7 kJ/mol

# 2
Density functional theory data (wB97M-V/def2-TZVPD) for a molecular structure, C23H30FMnN6O6S2Sb.

XYZ file:
```
70
Properties=species:S:1:pos:R:3:nbo_charge:R:1
Mn 0.3939 0.4053 -0.9344 1.272
C 1.9143 0.5034 3.8986 -0.590
C 2.4241 -0.6081 2.9665 -0.170
C 1.8369 -1.9669 3.3602 -0.590
C 3.9580 -0.6487 2.9361 -0.589
C 1.9637 -0.2662 1.6079 0.582
N 1.6352 0.0333 0.5499 -0.488
H 2.2568 0.2816 4.9088 0.242
H 0.8259 0.5448 3.9046 0.229
H 2.3036 1.4784 3.6087 0.230
H 2.1851 -2.2110 4.3632 0.244
H 2.1656 -2.7582 2.6868 0.218
H 0.7483 -1.9402 3.3721 0.230
H 4.3100 -0.8773 3.9417 0.247
H 4.3801 0.3097 2.6361 0.228
H 4.3243 -1.4296 2.2691 0.210
N -5.0911 2.3800 3.8262 -0.739
C -4.2154 2.3907 2.8066 0.246
C -3.5431 1.2038 2.4366 -0.213
C -2.6779 1.2024 1.3781 -0.187
C -2.4584 2.3876 0.6544 -0.449
C -3.0994 3.5788 1.0247 -0.113
C -3.9596 3.5780 2.0905 -0.276
S -1.4871 2.3583 -0.7275 2.293
O -1.7449 3.4517 -1.6028 -0.872
O -1.5449 0.9647 -1.2822 -0.925
N 0.1353 2.2707 -0.3191 -0.810
C 0.9767 2.6953 -1.3504 0.178
S 1.2492 4.2115 -2.0620 0.594
C 2.3074 3.4514 -3.1875 -0.408
C 2.3737 2.1170 -2.9851 -0.048
N 1.6165 1.6908 -1.9158 -0.543
H -5.3573 1.5166 4.2653 0.409
H -5.6369 3.1937 4.0480 0.410
H -3.7622 0.2839 2.9626 0.227
H -2.2091 0.2762 1.0694 0.235
H -2.9435 4.4812 0.4502 0.249
H -4.4779 4.4866 2.3663 0.235
H 2.8165 4.0292 -3.9407 0.277
H 2.9539 1.4209 -3.5688 0.215
C 4.0322 -3.7150 -2.2114 -0.981
Sb 3.3065 -1.7599 -2.4937 1.554
C 4.5102 -0.5224 -1.2790 -0.986
C 3.6981 -1.2505 -4.5010 -0.989
H 5.1053 -3.6376 -2.3959 0.266
H 3.5716 -4.3888 -2.9284 0.269
H 3.8461 -4.0507 -1.1956 0.262
H 5.4747 -0.4761 -1.7876 0.265
H 4.6175 -0.9855 -0.3020 0.253
H 4.0810 0.4711 -1.1861 0.262
H 4.4944 -0.5078 -4.4938 0.259
H 2.8121 -0.8601 -4.9942 0.274
H 4.0256 -2.1614 -4.9985 0.271
F -4.4213 -2.0633 1.8734 -0.293
C -4.1818 -1.7727 0.5936 0.238
C -3.2559 -2.4193 -0.1099 -0.015
N -3.0065 -2.1115 -1.4402 -0.421
C -1.7482 -2.4942 -2.0464 -0.328
C -0.6505 -1.5963 -1.5334 0.803
O 0.2272 -1.0642 -2.3066 -0.684
O -0.6100 -1.2309 -0.3276 -0.627
C -3.6993 -1.0844 -2.0911 0.799
O -3.4077 -0.7160 -3.2016 -0.594
N -4.6982 -0.4997 -1.3426 -0.630
C -4.9777 -0.6870 0.0094 0.605
O -5.7716 -0.0075 0.6064 -0.542
H -2.6680 -3.2155 0.3244 0.236
H -1.8322 -2.3685 -3.1232 0.290
H -1.5114 -3.5376 -1.8251 0.247
H -5.2086 0.2418 -1.8049 0.446
```

Calculated values
**2S+1**: 4
**Frontier orbital gap (spin up / spin down)**: 6.7 / 4.3 eV
**Charge**: +2
**E_HOMO (spin up / spin down)**: -12.89 / -12.89 eV
**Expectation value of S²**: 3.785
**Electronic energy**: -3961.35807 Ha
**ΔE to the lowest compared entry with this formula, charge and spin**: 266.8 kJ/mol

# 3
Density functional theory data (wB97M-V/def2-TZVPD) for a molecular structure, C30H53BCaN5Si.

XYZ file:
```
91
Properties=species:S:1:pos:R:3:mulliken_charge:R:1
Ca 0.6617 0.5049 -0.1169 1.500
B 1.5104 2.7912 2.5582 0.357
N 0.8422 1.4595 3.0233 -0.050
C 0.3515 1.1696 4.2372 -0.219
C 0.0162 -0.1726 4.2793 -1.065
C 0.3414 -0.6431 3.0046 -0.337
N 0.8466 0.3400 2.2519 -0.200
N 0.6494 3.4972 1.4525 -0.431
C 0.2539 4.7773 1.4344 -0.209
C -0.2623 5.0690 0.1812 -1.191
C -0.1386 3.8685 -0.5216 -0.828
N 0.4110 2.9227 0.2458 0.691
H 1.5687 3.5382 3.5130 -0.201
H 2.5983 2.5306 2.0844 -0.226
H 0.2864 1.9322 4.9964 0.431
H -0.4092 -0.7210 5.1038 0.406
H 0.2436 -1.6410 2.6002 0.405
H 0.3693 5.3980 2.3106 0.455
H -0.6764 6.0046 -0.1622 0.442
H -0.4152 3.6470 -1.5422 0.542
C 1.5170 -4.3358 0.9211 -1.388
C 2.6369 -3.4079 0.5110 0.205
C 3.9713 -3.7902 0.6509 -0.872
C 4.9742 -2.9018 0.2691 0.167
C 6.4259 -3.2877 0.4257 -1.596
C 4.6635 -1.6490 -0.2504 -0.119
C 3.3245 -1.2108 -0.4232 0.439
C 2.3464 -2.1665 -0.0125 0.740
N 2.8785 -0.0184 -0.9105 -0.517
C 3.7999 0.9286 -1.5483 1.535
C 2.9476 2.0998 -2.0423 -1.996
C 4.4751 0.3210 -2.7896 -1.640
C 4.8547 1.5322 -0.5940 -1.759
H 1.9063 -5.3070 1.2309 0.370
H 0.8135 -4.4963 0.1007 0.271
H 0.9474 -3.9213 1.7579 0.221
H 4.2207 -4.7674 1.0527 0.209
H 6.5246 -4.3079 0.7994 0.348
H 6.9339 -2.6201 1.1264 0.323
H 6.9544 -3.2220 -0.5284 0.317
H 5.4886 -1.0013 -0.5090 0.255
H 1.3016 -1.9115 -0.1467 -0.137
H 2.0881 1.7263 -2.6142 0.290
H 3.5297 2.7530 -2.6971 0.554
H 2.5851 2.7005 -1.2035 0.300
H 3.7147 0.0980 -3.5444 0.326
H 5.0002 -0.6065 -2.5631 0.373
H 5.1917 1.0288 -3.2194 0.440
H 4.4204 1.6548 0.4003 0.268
H 5.1683 2.5179 -0.9536 0.430
H 5.7516 0.9207 -0.5052 0.427
C -3.1499 2.0859 -2.2366 -2.000
C -3.0919 0.5519 -2.2323 2.550
C -2.0646 0.1808 -3.3186 -1.722
C -4.4671 0.0326 -2.6770 -1.829
Si -2.4026 -0.0834 -0.4890 -0.238
C -2.8055 -2.0116 -0.3750 2.611
C -2.2701 -2.7325 -1.6195 -2.331
C -1.9905 -2.5851 0.7995 -1.198
C -4.2738 -2.4189 -0.1918 -1.889
C -3.4738 0.8117 0.9114 2.861
C -4.9875 0.9042 0.6604 -1.868
C -2.9264 2.2381 1.1028 -1.684
C -3.2726 0.1132 2.2655 -2.187
H -3.3682 2.4449 -3.2555 0.594
H -2.1952 2.5248 -1.9264 0.064
H -3.9242 2.4846 -1.5788 0.315
H -2.3895 0.5765 -4.2945 0.502
H -1.9276 -0.8955 -3.4281 0.310
H -1.0834 0.6144 -3.0986 0.131
H -4.7579 0.5152 -3.6243 0.536
H -5.2496 0.2496 -1.9457 0.262
H -4.4664 -1.0445 -2.8549 0.275
H -1.2293 -2.4585 -1.8298 0.281
H -2.8607 -2.5256 -2.5128 0.384
H -2.2978 -3.8214 -1.4557 0.572
H -0.9159 -2.4231 0.6465 -0.381
H -2.1517 -3.6730 0.8757 0.617
H -2.2579 -2.1401 1.7616 0.242
H -4.9160 -2.0248 -0.9831 0.264
H -4.6807 -2.0855 0.7638 0.299
H -4.3596 -3.5176 -0.2138 0.539
H -5.2341 1.5670 -0.1721 0.294
H -5.4832 1.3146 1.5551 0.546
H -5.4375 -0.0714 0.4557 0.261
H -2.9369 2.8360 0.1863 0.310
H -1.8938 2.2181 1.4678 -0.045
H -3.5318 2.7699 1.8547 0.566
H -3.7457 -0.8702 2.3126 0.356
H -3.7229 0.7282 3.0608 0.573
H -2.2115 -0.0044 2.5091 0.200
```

Calculated values
**Frontier orbital gap**: 6.7 eV
**Charge**: -1
**E_HOMO**: -3.93 eV
**Electronic energy**: -2440.83795 Ha
**ΔE to the lowest compared entry with this formula, charge and spin**: 0.0 kJ/mol

# 4
Density functional theory data (wB97M-V/def2-TZVPD) for C5H8N2 in the gas phase.

XYZ file:
```
15
Properties=species:S:1:pos:R:3:nbo_charge:R:1
C 0.5968 1.2158 0.4204 -0.068
N -2.3031 -0.8121 -0.0761 -0.637
C -0.6767 0.9702 0.1094 -0.074
C 0.0990 -1.2358 0.2810 -0.021
C 1.6941 1.9256 0.3580 -0.437
C 1.2072 -1.4407 -0.4524 -0.389
N -0.9899 -0.3563 -0.0230 -0.287
H -2.6034 -1.1241 -0.9978 0.347
H -3.0021 -0.1013 0.1435 0.356
H -1.4956 1.6741 0.2102 0.209
H -0.3028 -2.0989 0.8020 0.196
H 1.9466 2.5319 -0.5024 0.193
H 2.4524 1.8779 1.1282 0.199
H 1.6949 -0.6201 -0.9494 0.207
H 1.6827 -2.4060 -0.4516 0.207
```

Calculated values
**Frontier orbital gap**: 8.0 eV
**E_HOMO**: -7.33 eV
**Electronic energy**: -304.64506 Ha
**SMILES**: C=C=CN(N)C=C
**ΔE to the lowest compared entry with this formula, charge and spin**: 500.0 kJ/mol

# 5
Density functional theory data (wB97M-V/def2-TZVPD) for 2 unconnected molecules or ions with the total composition C4H6O.

XYZ file:
```
11
Properties=species:S:1:pos:R:3:nbo_charge:R:1
C 0.5899 0.9173 -0.4233 -0.270
C 1.5029 0.1560 -0.3652 0.025
C -2.9804 0.4574 0.6141 0.291
C 2.3773 -0.9112 -0.3459 -0.699
O -3.6031 0.0446 -0.3050 -0.487
H -0.2982 1.5209 -0.3104 0.225
H -3.4699 0.4504 1.7115 0.093
H -2.0234 0.9675 0.4932 0.106
H 1.8472 -1.7689 -0.6249 0.242
H 2.8176 -1.0082 0.6322 0.239
H 3.2400 -0.8257 -1.0761 0.236
```

Calculated values
**Frontier orbital gap**: 10.9 eV
**E_HOMO**: -10.03 eV
**Electronic energy**: -231.12967 Ha
**SMILES**: C#CC.C=O
**ΔE to the lowest compared entry with this formula, charge and spin**: 246.9 kJ/mol

# 6
Density functional theory data (wB97M-V/def2-TZVPD) for a molecular structure, C7H15N3O.

XYZ file:
```
26
Properties=species:S:1:pos:R:3:nbo_charge:R:1
C -0.6817 -1.5925 0.5199 -0.350
C 0.5620 -0.9555 0.4699 -0.161
C -1.8091 -0.9654 0.0838 0.518
C -0.5616 1.2374 -0.5140 0.116
C -1.1919 1.4068 -1.6775 -0.320
C 0.5072 0.3684 0.1217 0.164
C -4.2082 -1.6194 -0.5814 -0.224
N 1.6364 1.1335 0.1238 -0.719
N -0.7512 2.3818 0.5467 -0.724
N 3.7447 -0.0457 0.9274 -1.003
O -3.0462 -0.9982 0.0547 -0.450
H -0.8408 -2.5334 1.1267 0.270
H 1.4764 -1.3429 0.9415 0.236
H -1.1560 0.9953 -2.6524 0.278
H -1.8459 2.2716 -1.5796 0.221
H -4.9141 -1.9744 0.1390 0.234
H -3.9571 -2.3948 -1.2351 0.220
H -4.7497 -0.9207 -1.0404 0.211
H 1.7381 2.1627 0.0541 0.397
H 2.7411 0.5523 0.3865 0.426
H 0.0221 2.1928 1.1852 0.447
H -1.6190 2.3977 1.1220 0.467
H -0.5926 3.2900 0.0827 0.460
H 4.3109 0.6377 1.3859 0.432
H 4.4410 -0.4060 0.1732 0.436
H 3.2746 -0.8352 1.4042 0.417
```

Calculated values
**2S+1**: 3
**Frontier orbital gap (spin up / spin down)**: 7.5 / 8.3 eV
**Charge**: +2
**E_HOMO (spin up / spin down)**: -14.73 / -17.02 eV
**Expectation value of S²**: 2.034
**Electronic energy**: -514.37883 Ha
**ΔE to the lowest compared entry with this formula, charge and spin**: 233.3 kJ/mol